A single C6H16N2 molecule, computed with wB97M-V/def2-TZVPD.

Electronic energy in Eh: -347.67612
Highest occupied orbital energy in hartree: -0.2949
Structure (SMILES): CCN(C)[C@@H](C)CN
HOMO-LUMO gap in Eh: 0.334
Energy above the lowest of the compared OMol25 structures with the same formula, charge and spin in kJ/mol: 127.86

Last column: Mulliken charge in e.
CARTESIAN COORDINATES (ANGSTROEM)
C 1.5933 2.3727 0.9114  -1.31
C 1.3948 0.9600 0.3682  -0.53
N 0.1367 0.3425 0.8193  0.14
C 0.3871 -0.5723 1.9178  -1.19
C -0.8005 -0.1182 -0.2173  0.52
C -0.7423 0.7133 -1.4811  -1.88
C -0.6130 -1.6284 -0.5451  -0.59
N -1.3238 -2.1363 -1.7036  -0.51
H 0.8442 2.5435 1.6841  0.34
H 1.4465 3.1782 0.1932  0.32
H 2.5524 2.5105 1.4114  0.32
H 1.5328 0.8806 -0.7083  0.45
H 2.2310 0.3281 0.6896  0.43
H 1.2497 -1.2285 1.7562  0.40
H 0.4714 -0.0154 2.8558  0.30
H -0.4665 -1.2181 2.1059  0.35
H -1.8169 -0.0338 0.1834  0.05
H -0.6598 1.7850 -1.2780  0.40
H -1.6500 0.5737 -2.0656  0.53
H 0.1072 0.5281 -2.1484  0.38
H -0.9157 -2.1982 0.3294  0.38
H 0.4626 -1.8265 -0.6333  0.22
H -2.0942 -2.7607 -1.4810  0.24
H -1.6309 -1.4232 -2.3560  0.23

Cartesian forces (eV/Å) of the 3 atoms listed first:
C -0.244 0.250 0.468
C 0.359 -0.598 0.028
N 0.357 0.174 -0.612